Entry 1:
{
  "formula": "C58H131AsF6O34P5S7",
  "method": "ωB97M-V/def2-TZVPD",
  "e_tot_ev": -331334.4349,
  "total_charge": -1,
  "homo_ha": -0.30223,
  "gap_ha": 0.3573,
  "elements": ["As", "F", "F", "F", "F", "F", "F", "C", "C", "C", "S", "O", "O", "C", "H", "H", "H", "H", "H", "H", "H", "H", "C", "C", "C", "S", "O", "O", "C", "H", "H", "H", "H", "H", "H", "H", "H", "C", "C", "C", "S", "O", "O", "C", "H", "H", "H", "H", "H", "H", "H", "H", "C", "C", "C", "S", "O", "O", "C", "H", "H", "H", "H", "H", "H", "H", "H", "C", "C", "C", "S", "O", "O", "C", "H", "H", "H", "H", "H", "H", "H", "H", "C", "C", "C", "S", "O", "O", "C", "H", "H", "H", "H", "H", "H", "H", "H", "C", "C", "C", "S", "O", "O", "C", "H", "H", "H", "H", "H", "H", "H", "H", "C", "C", "O", "P", "O", "O", "C", "C", "O", "C", "C", "H", "H", "H", "H", "H", "H", "H", "H", "H", "H", "H", "H", "H", "H", "H", "C", "C", "O", "P", "O", "O", "C", "C", "O", "C", "C", "H", "H", "H", "H", "H", "H", "H", "H", "H", "H", "H", "H", "H", "H", "H", "C", "C", "O", "P", "O", "O", "C", "C", "O", "C", "C", "H", "H", "H", "H", "H", "H", "H", "H", "H", "H", "H", "H", "H", "H", "H", "C", "C", "O", "P", "O", "O", "C", "C", "O", "C", "C", "H", "H", "H", "H", "H", "H", "H", "H", "H", "H", "H", "H", "H", "H", "H", "C", "C", "O", "P", "O", "O", "C", "C", "O", "C", "C", "H", "H", "H", "H", "H", "H", "H", "H", "H", "H", "H", "H", "H", "H", "H"],
  "coordinates": [[0.23, -0.41, -0.60], [-0.13, 0.90, 0.57], [-0.85, 0.46, -1.68], [0.34, -1.76, -1.81], [1.21, -1.31, 0.56], [-1.19, -1.27, 0.12], [1.66, 0.37, -1.25], [1.26, -2.48, -4.91], [0.39, -1.15, -4.95], [-1.03, -1.67, -4.65], [-1.25, -3.35, -5.42], [-2.02, -3.21, -6.65], [-1.72, -4.33, -4.46], [0.50, -3.69, -5.71], [1.61, -2.77, -3.92], [2.24, -2.38, -5.37], [0.52, -0.76, -5.96], [0.63, -0.43, -4.18], [-1.91, -1.07, -4.89], [-1.17, -1.91, -3.59], [0.78, -3.54, -6.75], [0.71, -4.74, -5.51], [0.70, -5.84, -0.64], [1.68, -5.46, -1.73], [3.11, -5.87, -1.34], [3.10, -5.82, 0.52], [3.91, -4.72, 0.97], [3.32, -7.20, 0.94], [1.38, -5.44, 0.68], [0.35, -6.87, -0.71], [-0.23, -5.31, -0.84], [1.67, -4.37, -1.82], [1.43, -5.83, -2.72], [3.96, -5.28, -1.68], [3.38, -6.89, -1.65], [1.28, -4.36, 0.73], [0.99, -5.82, 1.63], [-1.85, 2.14, -4.64], [-0.46, 2.56, -4.18], [-0.17, 4.00, -4.78], [-1.76, 4.95, -4.63], [-1.82, 5.90, -5.67], [-1.96, 5.31, -3.24], [-2.77, 3.38, -4.90], [-2.34, 1.50, -3.91], [-1.75, 1.60, -5.58], [0.29, 1.80, -4.39], [-0.64, 2.65, -3.10], [-0.06, 3.96, -5.86], [0.71, 4.48, -4.34], [-2.92, 3.37, -5.98], [-3.79, 3.47, -4.52], [-2.87, -4.29, -0.27], [-3.79, -3.44, 0.65], [-4.28, -2.26, -0.28], [-4.80, -3.25, -1.79], [-4.53, -2.51, -3.05], [-6.13, -3.86, -1.40], [-3.48, -4.55, -1.66], [-2.50, -5.23, 0.14], [-1.96, -3.74, -0.52], [-3.25, -3.15, 1.54], [-4.60, -4.14, 0.88], [-3.44, -1.63, -0.56], [-5.06, -1.60, 0.08], [-2.79, -4.30, -2.47], [-4.02, -5.48, -1.83], [3.32, 1.29, 3.89], [2.46, 1.35, 2.68], [3.35, 1.36, 1.49], [4.72, 2.55, 1.91], [4.26, 3.93, 1.55], [6.01, 1.99, 1.49], [4.50, 2.34, 3.67], [3.71, 0.28, 4.00], [2.80, 1.50, 4.83], [1.84, 2.23, 2.83], [1.82, 0.47, 2.65], [2.87, 1.41, 0.51], [3.77, 0.36, 1.40], [4.25, 3.33, 4.06], [5.45, 2.00, 4.07], [-5.74, 2.29, 3.70], [-4.79, 1.12, 3.66], [-5.61, -0.13, 3.75], [-6.96, 0.27, 4.99], [-6.54, -0.11, 6.36], [-8.21, -0.05, 4.28], [-6.62, 2.14, 4.89], [-6.32, 2.17, 2.78], [-5.24, 3.25, 3.63], [-4.22, 1.10, 4.59], [-4.13, 1.02, 2.80], [-5.12, -1.08, 3.97], [-6.17, -0.22, 2.82], [-6.00, 2.35, 5.76], [-7.56, 2.65, 5.10], [0.31, 4.19, 1.09], [-0.23, 5.47, 0.42], [-1.71, 5.13, 0.06], [-2.37, 4.43, 1.71], [-3.27, 3.27, 1.49], [-2.77, 5.64, 2.53], [-0.69, 3.84, 2.26], [1.34, 4.35, 1.42], [0.28, 3.38, 0.36], [0.45, 5.81, -0.35], [-0.24, 6.30, 1.13], [-1.92, 4.29, -0.60], [-2.38, 5.94, -0.23], [-0.74, 2.77, 2.42], [-0.46, 4.26, 3.24], [2.27, -8.91, 4.55], [2.43, -7.42, 4.24], [2.00, -6.66, 5.30], [0.88, -5.56, 5.04], [0.60, -5.02, 6.36], [-0.31, -6.31, 4.20], [-1.63, -5.73, 4.00], [-2.55, -6.12, 5.12], [1.54, -4.55, 3.95], [2.85, -4.00, 4.11], [2.92, -2.65, 3.35], [1.24, -9.22, 4.73], [2.69, -9.55, 3.78], [2.84, -9.22, 5.42], [3.49, -7.24, 4.05], [1.96, -7.19, 3.28], [-1.56, -4.64, 3.95], [-2.07, -6.08, 3.07], [-2.06, -5.94, 6.07], [-3.50, -5.59, 5.08], [-2.74, -7.20, 5.08], [3.13, -3.88, 5.16], [3.54, -4.71, 3.67], [3.58, -1.92, 3.82], [3.35, -2.71, 2.35], [2.02, -2.04, 3.23], [3.95, -2.15, -1.54], [5.36, -2.56, -1.12], [6.26, -1.42, -1.22], [7.24, -1.19, -2.49], [8.25, -2.24, -2.54], [6.13, -1.18, -3.77], [6.41, -1.30, -5.10], [5.51, -2.43, -5.72], [7.84, 0.33, -2.21], [7.12, 1.15, -1.34], [7.33, 2.56, -2.00], [3.66, -1.15, -1.24], [3.96, -2.44, -2.60], [3.17, -2.80, -1.12], [5.36, -2.79, -0.05], [5.70, -3.45, -1.64], [6.16, -0.35, -5.59], [7.45, -1.59, -5.23], [5.51, -3.29, -5.06], [4.50, -2.07, -5.92], [5.88, -2.71, -6.70], [6.07, 0.99, -1.09], [7.57, 1.04, -0.35], [6.82, 2.66, -2.96], [6.86, 3.32, -1.37], [8.32, 3.01, -1.99], [-3.09, 3.21, 6.97], [-2.88, 1.75, 7.30], [-1.43, 1.47, 7.29], [-0.64, 1.13, 5.93], [-0.55, 2.27, 4.95], [0.77, 0.44, 6.44], [0.74, -0.46, 7.55], [1.60, -1.63, 7.19], [-1.45, -0.12, 5.36], [-1.25, -0.52, 4.00], [-1.41, -1.98, 3.85], [-2.40, 3.80, 7.57], [-2.90, 3.36, 5.90], [-4.10, 3.56, 7.20], [-3.38, 1.32, 8.17], [-3.34, 1.05, 6.61], [1.12, -0.03, 8.48], [-0.26, -0.84, 7.77], [1.63, -2.30, 8.05], [1.23, -2.22, 6.36], [2.62, -1.30, 6.99], [-2.00, -0.08, 3.34], [-0.28, -0.24, 3.59], [-0.98, -2.54, 4.69], [-2.39, -2.44, 3.70], [-0.78, -2.23, 3.00], [7.02, 3.85, -7.14], [5.91, 4.67, -6.43], [5.66, 4.22, -5.08], [4.16, 4.17, -4.58], [3.56, 5.51, -4.37], [3.41, 3.15, -5.59], [3.74, 1.72, -5.59], [3.19, 1.11, -6.86], [4.31, 3.27, -3.25], [3.21, 3.01, -2.41], [3.06, 4.08, -1.37], [7.55, 4.45, -7.88], [7.81, 3.50, -6.48], [6.57, 2.98, -7.63], [6.03, 5.75, -6.34], [5.10, 4.56, -7.15], [4.83, 1.67, -5.51], [3.28, 1.23, -4.73], [2.13, 1.37, -6.90], [3.69, 1.52, -7.74], [3.22, 0.02, -6.82], [2.25, 2.87, -2.92], [3.52, 2.10, -1.90], [2.59, 4.97, -1.78], [2.48, 3.63, -0.56], [4.02, 4.44, -1.02], [-9.70, 3.69, 1.61], [-8.89, 4.38, 0.61], [-7.87, 3.56, 0.12], [-7.49, 3.59, -1.47], [-8.65, 3.89, -2.36], [-6.74, 2.10, -1.67], [-5.88, 1.67, -0.63], [-4.56, 1.67, -1.23], [-6.31, 4.67, -1.53], [-5.76, 5.19, -2.78], [-5.03, 6.50, -2.50], [-10.62, 4.21, 1.86], [-10.09, 2.74, 1.22], [-9.13, 3.42, 2.50], [-9.48, 4.90, -0.14], [-8.33, 5.16, 1.14], [-5.99, 2.05, 0.39], [-6.13, 0.65, -0.36], [-4.30, 0.80, -1.83], [-4.43, 2.60, -1.77], [-3.78, 1.80, -0.48], [-5.19, 4.41, -3.31], [-6.61, 5.42, -3.42], [-4.33, 6.40, -1.68], [-4.35, 6.74, -3.32], [-5.71, 7.32, -2.26]],
  "lowdin_charge": [0.90, -0.27, -0.26, -0.28, -0.27, -0.29, -0.26, -0.16, -0.18, -0.20, 0.69, -0.34, -0.35, -0.19, 0.08, 0.07, 0.10, 0.09, 0.10, 0.08, 0.09, 0.09, -0.20, -0.21, -0.18, 0.69, -0.32, -0.33, -0.21, 0.12, 0.09, 0.09, 0.12, 0.08, 0.10, 0.11, 0.09, -0.22, -0.21, -0.18, 0.68, -0.31, -0.34, -0.17, 0.10, 0.11, 0.09, 0.10, 0.09, 0.09, 0.09, 0.07, -0.24, -0.19, -0.18, 0.77, -0.37, -0.38, -0.19, 0.10, 0.09, 0.09, 0.10, 0.07, 0.08, 0.06, 0.10, -0.19, -0.26, -0.20, 0.75, -0.36, -0.34, -0.19, 0.09, 0.11, 0.11, 0.10, 0.08, 0.10, 0.10, 0.10, -0.24, -0.25, -0.20, 0.77, -0.37, -0.36, -0.19, 0.11, 0.12, 0.10, 0.11, 0.10, 0.09, 0.08, 0.10, -0.21, -0.20, -0.18, 0.77, -0.38, -0.39, -0.20, 0.10, 0.09, 0.10, 0.11, 0.08, 0.08, 0.06, 0.09, -0.06, -0.33, -0.15, 0.44, -0.22, -0.19, -0.24, -0.07, -0.21, -0.23, -0.05, 0.08, 0.08, 0.07, 0.12, 0.09, 0.08, 0.12, 0.08, 0.08, 0.08, 0.12, 0.10, 0.06, 0.05, 0.06, -0.05, -0.23, -0.21, 0.54, -0.23, -0.21, -0.31, -0.05, -0.17, -0.30, -0.05, 0.07, 0.06, 0.05, 0.10, 0.11, 0.10, 0.11, 0.08, 0.04, 0.07, 0.10, 0.11, 0.05, 0.06, 0.07, -0.06, -0.23, -0.20, 0.50, -0.24, -0.19, -0.30, -0.08, -0.18, -0.26, -0.08, 0.08, 0.07, 0.08, 0.12, 0.09, 0.12, 0.12, 0.09, 0.06, 0.08, 0.12, 0.11, 0.07, 0.06, 0.08, -0.06, -0.25, -0.18, 0.43, -0.23, -0.20, -0.23, -0.06, -0.20, -0.29, -0.06, 0.07, 0.07, 0.07, 0.12, 0.11, 0.11, 0.11, 0.07, 0.08, 0.07, 0.11, 0.11, 0.08, 0.05, 0.08, -0.08, -0.33, -0.19, 0.53, -0.26, -0.17, -0.31, -0.08, -0.19, -0.22, -0.06, 0.08, 0.09, 0.07, 0.12, 0.12, 0.11, 0.11, 0.08, 0.07, 0.07, 0.09, 0.11, 0.06, 0.07, 0.08]
}

Entry 2:
{
  "formula": "C27H29CoN6O3SSi",
  "method": "ωB97M-V/def2-TZVPD",
  "e_tot_ev": -99894.6792,
  "total_charge": 0,
  "homo_ha": -0.27801,
  "gap_ha": 0.2770,
  "elements": ["Co", "C", "O", "C", "C", "C", "C", "C", "C", "N", "N", "C", "O", "C", "C", "C", "C", "C", "C", "C", "O", "H", "H", "H", "H", "H", "H", "H", "H", "H", "H", "H", "H", "C", "Si", "C", "C", "C", "C", "C", "C", "N", "C", "S", "H", "H", "H", "H", "H", "H", "H", "H", "H", "H", "H", "H", "N", "C", "C", "N", "C", "C", "N", "H", "H", "H", "H", "H"],
  "coordinates": [[0.29, 0.03, 0.66], [-1.19, 4.09, 0.16], [-0.35, 4.13, -1.00], [0.87, 3.54, -1.01], [1.76, 4.05, -1.93], [3.06, 3.55, -2.08], [3.47, 2.52, -1.27], [2.57, 1.95, -0.36], [3.00, 0.90, 0.54], [2.16, 0.08, 1.04], [2.52, -0.65, 2.17], [1.44, -0.75, 2.91], [0.28, -0.28, 2.56], [1.54, -1.43, 4.22], [0.42, -1.52, 5.04], [0.49, -2.17, 6.26], [1.69, -2.74, 6.67], [2.81, -2.65, 5.86], [2.74, -2.00, 4.64], [1.25, 2.43, -0.20], [0.39, 1.91, 0.65], [-1.97, 4.83, -0.03], [-0.63, 4.37, 1.05], [-1.63, 3.11, 0.31], [1.42, 4.87, -2.55], [3.73, 3.99, -2.80], [4.48, 2.13, -1.33], [4.03, 0.86, 0.89], [-0.51, -1.07, 4.70], [-0.39, -2.23, 6.89], [1.74, -3.25, 7.63], [3.75, -3.09, 6.18], [3.61, -1.92, 4.00], [-4.75, 0.90, -1.41], [-3.69, 0.88, -2.94], [-4.31, -0.43, -4.13], [-3.73, 2.57, -3.76], [-1.86, 0.50, -2.62], [-1.01, 0.50, -3.71], [0.37, 0.28, -3.59], [0.88, 0.10, -2.33], [0.08, 0.10, -1.26], [-1.25, 0.27, -1.37], [-1.94, 0.19, 0.22], [-5.78, 1.13, -1.71], [-4.43, 1.66, -0.70], [-4.75, -0.06, -0.90], [-5.36, -0.24, -4.39], [-4.25, -1.42, -3.68], [-3.73, -0.45, -5.05], [-4.75, 2.84, -4.03], [-3.13, 2.59, -4.67], [-3.34, 3.33, -3.09], [-1.41, 0.67, -4.70], [1.02, 0.28, -4.45], [1.94, -0.02, -2.14], [2.64, -4.66, -0.21], [1.49, -4.03, 0.22], [1.38, -2.63, 0.15], [0.29, -2.01, 0.56], [-0.72, -2.76, 1.02], [-0.60, -4.13, 1.06], [0.50, -4.77, 0.67], [3.49, -4.13, -0.17], [2.72, -5.62, 0.09], [2.20, -2.03, -0.22], [-1.61, -2.24, 1.35], [-1.42, -4.74, 1.43]],
  "lowdin_charge": [0.39, -0.06, -0.08, -0.21, 0.00, -0.09, -0.07, -0.17, -0.03, -0.07, 0.10, -0.43, -0.09, -0.14, -0.02, -0.08, -0.09, -0.08, -0.03, -0.26, -0.15, 0.09, 0.10, 0.05, 0.12, 0.10, 0.11, 0.14, 0.11, 0.10, 0.10, 0.10, 0.10, -0.21, 0.51, -0.18, -0.17, -0.21, -0.07, -0.04, -0.09, -0.05, -0.63, 0.81, 0.03, 0.02, 0.02, 0.03, 0.03, 0.03, 0.03, 0.03, 0.03, 0.10, 0.11, 0.12, 0.13, -0.36, -0.04, 0.02, -0.11, -0.09, 0.13, 0.10, 0.10, 0.11, 0.08, 0.11]
}

Entry 3:
{
  "formula": "C26H25AsF7LiN2O4Te",
  "method": "ωB97M-V/def2-TZVPD",
  "de_lowest_ev": 1.5786,
  "e_tot_ev": -125905.6460,
  "total_charge": -1,
  "homo_ha": [-0.10711, -0.18181],
  "gap_ha": [0.1980, 0.2725],
  "spin_multiplicity": 2,
  "s2": 0.7825,
  "elements": ["Li", "C", "C", "C", "C", "C", "C", "C", "F", "C", "C", "C", "O", "C", "C", "N", "C", "C", "O", "O", "H", "H", "H", "H", "H", "H", "H", "H", "H", "H", "H", "C", "C", "C", "C", "N", "C", "C", "H", "H", "H", "H", "H", "H", "H", "O", "H", "H", "Te", "C", "C", "C", "C", "C", "C", "H", "H", "H", "H", "H", "F", "As", "F", "F", "F", "F", "F"],
  "coordinates": [[2.54, -0.06, -1.49], [-1.53, -5.64, -0.42], [-2.71, -4.66, -0.39], [-3.46, -4.85, 0.92], [-4.47, -3.73, 1.14], [-3.71, -2.43, 1.21], [-4.04, -1.44, 2.15], [-3.29, -0.29, 2.17], [-3.59, 0.65, 3.11], [-2.26, -0.05, 1.29], [-1.94, -1.02, 0.32], [-0.97, -0.76, -0.68], [-0.42, 0.47, -0.69], [-0.67, -1.80, -1.60], [-1.31, -2.99, -1.51], [-2.25, -3.27, -0.53], [-2.64, -2.26, 0.35], [0.38, -1.69, -2.68], [0.25, -2.31, -3.73], [1.38, -0.92, -2.39], [-1.88, -6.63, -0.13], [-0.77, -5.32, 0.29], [-1.08, -5.72, -1.40], [-3.39, -4.88, -1.22], [-2.74, -4.83, 1.75], [-3.94, -5.83, 0.91], [-5.04, -3.89, 2.05], [-5.18, -3.71, 0.30], [-4.86, -1.59, 2.84], [-1.70, 0.86, 1.35], [-1.09, -3.77, -2.22], [3.33, 2.47, 4.36], [2.85, 2.21, 2.96], [2.94, 3.17, 1.96], [2.51, 2.87, 0.68], [2.00, 1.69, 0.34], [1.88, 0.77, 1.30], [2.30, 0.98, 2.61], [3.98, 3.35, 4.38], [3.87, 1.62, 4.75], [2.48, 2.66, 5.02], [3.34, 4.15, 2.18], [2.59, 3.59, -0.12], [1.42, -0.17, 1.02], [2.20, 0.19, 3.34], [2.32, 0.80, -4.56], [2.09, -0.10, -4.31], [3.25, 0.89, -4.33], [0.27, 1.43, -2.32], [-0.66, 3.23, -1.68], [-1.34, 3.38, -0.48], [-1.94, 4.58, -0.14], [-1.84, 5.67, -0.99], [-1.14, 5.55, -2.18], [-0.55, 4.34, -2.52], [-1.41, 2.53, 0.19], [-2.49, 4.67, 0.79], [-2.32, 6.61, -0.74], [-1.05, 6.40, -2.85], [0.00, 4.25, -3.45], [3.94, 1.12, -1.73], [5.11, 0.08, -0.87], [5.27, -0.81, -2.35], [3.72, -0.96, -0.45], [6.16, -1.02, -0.06], [4.89, 0.98, 0.58], [6.40, 1.13, -1.34]],
  "lowdin_charge": [0.54, -0.05, -0.32, -0.16, -0.14, -0.17, 0.01, -0.28, 0.04, 0.05, -0.06, -0.28, -0.44, -0.07, 0.00, 0.01, -0.08, -0.65, 0.05, -0.32, 0.08, 0.09, 0.07, 0.15, 0.13, 0.12, 0.11, 0.12, 0.11, 0.10, 0.13, -0.05, -0.27, -0.03, -0.14, 0.00, -0.15, -0.02, 0.07, 0.08, 0.08, 0.11, 0.12, 0.11, 0.11, -0.14, 0.01, 0.03, 1.65, -0.50, -0.12, -0.09, -0.11, -0.11, -0.17, 0.07, 0.10, 0.09, 0.10, 0.09, -0.31, 0.74, -0.24, -0.30, -0.24, -0.21, -0.24]
}

Entry 4:
{
  "formula": "CH3NS",
  "method": "ωB97M-V/def2-TZVPD",
  "de_lowest_ev": 0.9218,
  "e_tot_ev": -13409.9317,
  "total_charge": 0,
  "homo_ha": [-0.32173, -0.32173],
  "smiles": "NC=S",
  "gap_ha": [0.3271, 0.3271],
  "elements": ["N", "C", "S", "H", "H", "H"],
  "coordinates": [[0.03, 0.80, -0.26], [-0.16, -0.61, 0.26], [-0.06, -1.83, -0.81], [-0.13, 1.43, 0.50], [0.73, 1.03, -0.91], [-0.41, -0.82, 1.22]],
  "lowdin_charge": [-0.01, -0.68, 0.59, 0.06, 0.05, -0.01]
}

Question: Number 3 is which compound?
Answer: C26H25AsF7LiN2O4Te